Record 1
85
Properties=species:S:1:pos:R:3 method="wB97M-V/def2-TZVPD" de_lowest_kcal_mol=0.0 e_tot_ev=-51307.5143 total_charge=+2 spin_multiplicity=6 gap_ha="0.2807 / 0.1689"
Ir 0.31973 0.82541 -1.33380
P 1.27382 2.94337 0.45671
P -2.56882 -1.55794 1.98211
C -0.09802 1.37111 -3.23845
C 1.06519 -1.89887 -3.05762
C -1.71024 2.96419 -1.98666
C -0.41714 -3.75477 -2.02803
C -1.42097 0.99111 -0.40214
C -2.42829 -3.01208 3.11702
C -0.31915 2.50996 -2.37174
C -4.18768 -1.97959 1.19570
C 0.90035 -2.52800 0.59602
C 0.52270 -0.24980 5.10417
C 0.76173 0.11746 2.63903
C -3.24934 -0.32993 3.20000
C 2.87672 -0.34196 -0.28497
C -2.04233 -0.19261 -2.66827
C -1.40760 -0.17186 -1.29961
C 1.86707 -0.85139 -2.60920
C -1.23245 0.53792 -3.77597
C 0.89848 -2.32377 -4.47011
C 2.48849 3.59316 -0.75940
C 0.98551 -0.80592 3.74560
C 2.46952 -1.23216 3.78814
C 1.68997 -0.70067 -1.11542
C 0.11410 4.36419 0.56734
C 0.94111 -1.96834 -0.76419
C 2.18441 3.14059 2.03415
C 2.88969 -0.13732 -3.40546
C 0.48713 -2.57675 -1.93498
C -2.26964 2.17849 -0.77079
H 2.77581 -1.71494 2.84886
H -4.65869 -1.05918 0.82050
H 2.20666 4.20575 2.31552
H -0.23080 0.51776 2.42973
H -1.96276 -3.83596 2.55560
H 1.23981 -1.54694 -5.16725
H 3.47730 0.53439 -2.77251
H -1.90582 1.12366 -4.42034
H -4.86356 -2.47257 1.91000
H 1.07378 0.65548 5.38487
H -2.36209 2.85516 0.09620
H 2.45116 0.47147 -4.21069
H -0.15047 -2.54187 -4.71417
H -0.82178 4.02932 1.03413
H 0.77143 1.47236 -3.89807
H -2.11411 -1.25486 -2.95780
H 3.21512 2.77253 1.91788
H 3.58272 -0.85422 -3.87593
H 0.56965 5.14702 1.19258
H 3.47651 3.61729 -0.28715
H -1.33086 0.76346 0.65963
H -2.44493 0.01811 3.86718
H 1.77744 -3.18139 0.79040
H -0.77925 -0.21707 -4.43523
H 0.16880 -4.67452 -2.19442
H 0.34815 -1.70026 3.54358
H 3.66508 -1.09373 -0.42709
H -3.29248 1.83298 -1.00472
H -2.40231 2.84208 -2.83884
H -0.54994 -0.00805 5.09662
H 0.92550 -1.71508 1.34258
H 1.61339 0.65481 2.22129
H 0.38216 3.32899 -2.57864
H -4.00122 -2.65906 0.35238
H -3.66104 0.52535 2.63937
H 3.12358 -0.36205 3.95923
H 1.47198 -3.23934 -4.67503
H -1.13122 -3.63569 -2.86360
H -1.45531 -1.13468 -0.77137
H 1.67316 2.57949 2.82956
H -0.98466 -3.87947 -1.09256
H 2.58823 -0.33215 0.76693
H -1.69646 4.04120 -1.75766
H 2.50183 2.94369 -1.64354
H 3.25824 0.64481 -0.56835
H -1.80118 -2.75315 3.98198
H -3.41474 -3.33964 3.47092
H -3.06847 0.20393 -2.60768
H 2.63605 -1.95229 4.59732
H 0.00238 -3.13804 0.79637
H -0.10107 4.77153 -0.42846
H 2.19271 4.60206 -1.06675
H 0.68544 -0.99994 5.88244
H -4.05292 -0.78175 3.80502

Record 2
91
Properties=species:S:1:pos:R:3 method="wB97M-V/def2-TZVPD" de_lowest_kcal_mol=25.2 e_tot_ev=-186722.6686 total_charge=+2 spin_multiplicity=4 gap_ha="0.2420 / 0.2105"
Re 0.16985 0.88428 -0.03738
As -2.49417 1.25850 0.16587
As -0.24150 3.53954 -0.46065
Si 0.40359 -1.52960 -0.32615
Si 2.46232 -3.03826 -0.77403
Si -0.62086 -2.46926 -2.38100
Si -0.38156 -2.73725 1.63638
N 2.41095 1.17409 -0.21923
C -2.97390 2.80563 -0.90460
C 0.86625 -2.61551 3.02620
C 2.20260 -4.86242 -0.49457
C 2.87030 2.58408 -0.18765
C -4.63739 4.13291 -2.03151
C -4.27303 2.96782 -1.37557
C -4.02797 0.10591 -0.16274
C -2.04206 3.82087 -1.09595
C -2.41392 4.99034 -1.75071
C 1.71929 1.29966 4.48212
C -3.71083 5.14767 -2.21194
C 2.96658 0.50206 0.98809
C -0.14690 0.95575 2.99963
C 0.72047 0.80818 1.91385
C -0.79639 -4.53518 1.31943
C -0.07958 -1.51023 -3.90073
C -3.14179 1.87550 1.90287
C 2.97908 0.58255 -1.44832
C 0.35355 1.19827 4.27148
C 2.10820 0.84504 2.16061
C 2.59952 1.11240 3.42471
C 2.98432 -2.73022 -2.55840
C -2.02102 -1.90763 2.08915
C 0.72893 4.94532 -1.39220
C 3.86831 -2.57783 0.38816
C -0.47427 -4.30662 -2.67342
C -2.40750 -2.06976 -2.05960
C -0.24086 4.33191 1.32347
H -3.00461 -2.27220 -2.95099
H 2.54317 1.06919 -2.32149
H -2.47691 2.58973 2.37522
H 3.57266 -2.53859 1.43618
H 0.78543 4.42315 1.67892
H 2.89719 -0.57009 0.80978
H 1.74365 -3.22595 2.80722
H -2.85531 -2.49086 1.69654
H 3.66797 1.15289 3.59351
H -4.17518 -0.08833 -1.21881
H -2.14185 -1.85605 3.17200
H -3.99397 6.06082 -2.71626
H 4.02021 0.76457 1.12192
H 2.57779 -1.83323 -3.01347
H -0.69645 5.31925 1.26384
H -4.10247 2.35060 1.70970
H 2.10281 -5.11258 0.55991
H -1.23745 -4.91197 2.24679
H 3.96171 2.60628 -0.14104
H 0.06056 -5.16211 1.09653
H -1.25961 -4.54185 -3.39748
H 2.75358 -0.47779 -1.48238
H -1.54078 -4.67005 0.53454
H 3.14271 -5.30895 -0.83620
H 1.39545 -5.32639 -1.04664
H -0.65391 -4.91354 -1.78912
H -1.20956 0.84454 2.87417
H 1.19477 -1.59656 3.23734
H 2.55583 3.08187 -1.10170
H 4.07314 -2.66205 -2.59876
H 2.47335 3.09096 0.69231
H -3.29156 1.01702 2.55604
H 0.65019 4.82766 -2.47138
H -5.64636 4.24534 -2.40286
H 2.68924 -3.57622 -3.17968
H -0.78905 3.70807 2.02373
H -0.81447 -1.65829 -4.69453
H 0.42060 -3.01569 3.93931
H -2.46920 -1.01269 -1.83127
H -0.32926 1.30647 5.10306
H 4.59501 -3.38965 0.28844
H -5.01335 2.19010 -1.25237
H 0.47314 -4.60075 -3.12119
H -2.08335 -0.89940 1.68902
H 0.87969 -1.83843 -4.29053
H 2.10121 1.50325 5.47190
H -3.89304 -0.83006 0.37197
H 4.06302 0.72540 -1.47250
H -0.02027 -0.43765 -3.70559
H -4.89399 0.62484 0.24364
H -1.70279 5.78744 -1.91683
H -2.82916 -2.63838 -1.23030
H 1.77444 4.94898 -1.09659
H 0.28563 5.89217 -1.09043
H 4.38117 -1.65275 0.13114

Record 3
99
Properties=species:S:1:pos:R:3 method="wB97M-V/def2-TZVPD" e_tot_ev=-188493.9467 total_charge=+1 gap_ha=0.3215
Cl -4.43039 -1.79315 6.59337
Cl 4.25765 3.16632 0.48166
Cl -0.09111 -3.47607 1.48015
Cl -7.47641 -2.25695 5.18026
Cl 0.40579 -4.93740 6.37434
Cl 5.02923 3.34063 -2.81752
Cl 12.00845 3.72388 -3.64887
Cl 0.12579 -6.67971 2.58806
Cl 8.71769 4.98687 -0.35113
Cl 8.79028 1.72547 0.56639
Cl -2.53337 -6.43774 5.51118
Cl 9.97868 5.26161 -5.88719
F -5.43142 -2.03074 0.75417
O -2.53952 -0.00983 -2.89135
O -4.41889 3.73248 0.12794
N -5.92760 -0.43691 -1.99141
C 5.36600 4.33095 -0.29561
C -7.70731 -1.47482 1.22174
C 4.90668 4.70867 -1.67760
C -6.46105 -1.15540 0.40273
C -1.15398 -4.79165 7.22161
C -1.10189 -2.06311 -1.67539
C -0.60658 -0.62031 -1.45845
C 9.92165 3.76894 -0.85688
C 1.65741 0.52038 -0.84843
C 0.93616 -0.58920 -1.60794
C -4.59940 -0.93964 -2.48421
C 11.63725 5.74363 -5.44816
C -4.92154 -3.13940 5.53493
C -5.89987 -2.69524 4.47594
C -1.37260 -4.71817 1.44845
C -1.22948 0.36479 -2.44743
C -4.50192 3.62185 -1.08284
C -3.69766 2.57436 -1.84796
C -5.75254 1.02425 -1.64165
C -6.74371 -1.32844 -1.08418
C -1.31322 -5.63505 2.63516
C -3.48143 -0.08590 -1.86858
C 9.30544 2.40302 -1.00111
C -1.96144 -6.06612 7.16640
C 1.35706 1.94363 -1.34212
C -4.22695 1.20519 -1.44213
C 1.46846 0.40376 0.66544
C 12.51088 4.55439 -5.14681
H 6.35538 3.88972 -0.31646
H 1.49503 -0.63828 0.97887
H -1.25349 1.36607 -2.02475
H 1.07382 1.91489 -2.39308
H -1.27374 -5.27162 0.51801
H -2.32444 -4.18793 1.44227
H -6.02499 1.56540 -2.54409
H -0.93290 -4.54685 8.25864
H -4.48023 -2.01471 -2.46038
H 11.57378 6.41452 -4.59573
H -3.13170 -0.59184 -0.97076
H -5.20030 4.26596 -1.64751
H 10.03659 1.71687 -1.42475
H 2.22817 2.57247 -1.21179
H -7.49739 -1.42959 2.28212
H -7.79645 -1.23583 -1.32228
H -5.33500 -3.92647 6.15981
H -8.46742 -0.74193 0.95656
H 10.72376 3.77487 -0.12371
H -3.84635 2.76117 -2.91098
H -4.58485 -0.64625 -3.53323
H -1.69553 -3.96043 6.77648
H -0.32150 -2.70546 -2.06901
H -2.66486 2.70907 -1.55467
H -6.45048 -2.34463 -1.33427
H 0.52050 0.83358 0.98390
H 0.50526 2.36061 -0.80283
H -6.47711 -0.41135 -2.84298
H 10.32091 4.08940 -1.81763
H 5.53846 5.50582 -2.06512
H -1.99244 -2.14232 -2.29093
H -2.18376 -6.28714 2.63393
H -0.61369 0.43100 -3.33766
H -1.38589 -6.92057 7.51073
H 1.29593 -1.52862 -1.18724
H -4.11481 1.21334 -0.35364
H 8.43469 2.42944 -1.65216
H 12.48545 3.82592 -5.95223
H -4.01651 -3.51675 5.06104
H 12.04754 6.29080 -6.29467
H 13.53896 4.87983 -5.00085
H 2.27683 0.92238 1.17192
H 1.21699 -0.60950 -2.66068
H -8.08838 -2.44748 0.91920
H 2.72395 0.36262 -1.02011
H 5.39521 5.21525 0.33854
H 3.87417 5.04868 -1.67718
H -2.84532 -5.96269 7.79306
H -1.35519 -2.48126 -0.70835
H -5.52141 -1.83555 3.92780
H -1.29635 -5.07971 3.56913
H -6.28992 1.33892 -0.76179
H -6.13575 -0.14680 0.65675
H -0.78901 -0.32723 -0.42760
H -6.07351 -3.50393 3.76737

Record 4
109
Properties=species:S:1:pos:R:3 method="wB97M-V/def2-TZVPD" de_lowest_kcal_mol=140.1 e_tot_ev=-114580.7457 gap_ha=0.3607
Cl -0.17873 3.13736 -7.68013
Cl 0.91153 1.15944 -5.80843
Cl 0.19499 0.33247 -8.51091
O 0.20409 -4.21557 0.82232
O -3.95065 1.63620 3.03204
O -1.17476 5.84963 -1.58790
O 0.64521 -0.41886 0.42615
O -2.60439 1.52851 -2.91538
O -1.71155 1.53644 4.68135
O -1.84110 -6.30767 -1.86500
O -2.60249 2.78639 -4.78116
O -0.53583 1.43089 0.79799
O -0.06678 0.79339 -1.27528
O 4.29972 3.07994 -0.07089
O -0.89485 3.25486 3.58010
O 3.82077 -3.74186 3.39583
O -3.91557 3.70119 2.29269
O 4.74456 -3.45675 5.32362
O -3.78348 2.06299 0.81831
O -2.86990 0.56301 -4.81793
O 2.65467 2.05781 -1.18124
O -3.25433 -5.61332 -0.26414
O 2.88994 -2.25581 4.76909
O 2.71728 1.83214 0.93586
O -1.66064 -4.29337 -1.13432
O 0.46079 1.58357 4.07936
C 0.48475 -5.37625 0.62061
C -0.15897 5.22533 -1.78550
C 3.06301 -3.18266 2.33740
C -3.83000 4.59319 1.19684
C -1.80449 -3.32956 -0.10251
C -0.78461 2.07397 4.15551
C -3.89885 2.38397 2.10491
C -2.66475 1.72270 -4.20903
C -0.36157 -6.20043 -0.34962
C 0.45695 -0.16707 -2.17134
C 1.54737 -6.07796 1.43533
C -3.62904 0.68038 0.52712
C 3.72862 -3.09445 4.55643
C -2.39197 -7.61497 -1.78380
C -2.66633 2.69103 -2.06411
C 4.98817 -2.67026 6.48655
C 0.20477 3.90964 2.95750
C 0.18724 4.06028 -0.86193
C 3.31414 2.39007 -0.08971
C -0.03425 0.65143 0.03346
C 0.72738 0.36102 4.75903
C 0.79361 1.63546 -7.48120
C -2.32599 -5.42761 -1.00363
C 0.69943 5.48598 -2.99680
C 0.95959 -0.64814 1.78420
C 3.17143 2.15502 2.23778
C -3.00141 0.52641 -6.23776
C 3.00202 2.67092 -2.42625
H 5.81006 -3.17104 6.98738
H -3.43762 -7.56660 -2.09529
H 3.34153 -2.13356 2.21348
H 0.30666 6.39819 -3.45747
H 0.77223 0.51268 5.83424
H 4.02565 2.42338 -2.69136
H -1.27445 -5.68328 -0.63501
H -3.17437 0.58631 -0.45406
H 5.23356 -1.64560 6.20814
H 1.10206 3.81857 3.56328
H -2.07672 0.88482 -6.68392
H -2.96505 4.39683 0.56115
H -3.02357 0.14601 1.25932
H 0.70308 0.34721 -3.09788
H 1.98583 -3.23620 2.48240
H -2.84423 -3.07338 0.10962
H -2.12411 2.43761 -1.15838
H 2.99864 3.20177 2.49370
H -2.32989 3.58178 -2.58069
H 2.52153 -5.60827 1.39129
H 1.75132 5.73800 -2.85848
H -1.94371 -8.23053 -2.56338
H -1.34228 -3.72393 0.80253
H 1.78806 -0.04181 2.15369
H 0.08322 -0.43965 2.39867
H -1.33871 -2.39696 -0.41063
H -4.73561 4.55679 0.59027
H 1.76782 1.89542 -7.87228
H -3.82902 1.19011 -6.49599
H 1.35737 -0.68200 -1.83904
H 2.60429 1.55905 2.94337
H 1.20478 4.25949 -0.51194
H -4.62073 0.22487 0.57072
H -2.23518 -8.07434 -0.81290
H -0.02076 -0.37402 4.47026
H 0.22616 3.13272 -1.43553
H -0.26317 -0.95596 -2.38974
H 0.16744 -6.39415 -1.28590
H -3.70879 2.80193 -1.75836
H 1.15628 -6.00632 2.45227
H 1.57639 -7.11645 1.10947
H 2.72531 3.71841 -2.39030
H 0.58554 4.71655 -3.76229
H 4.13134 -2.62181 7.15935
H -0.09017 4.94491 2.81239
H 4.24853 2.03015 2.34983
H -0.52169 3.90601 -0.05652
H -0.58192 -7.15461 0.13070
H 2.33777 2.18640 -3.14266
H -3.70970 5.61379 1.55280
H 0.40536 3.48972 1.97015
H -3.27425 -0.48562 -6.51491
H 3.29078 -3.64539 1.38190
H 1.69396 -0.00810 4.42285
H 1.28835 -1.68035 1.88821

Record 5
92
Properties=species:S:1:pos:R:3 method="wB97M-V/def2-TZVPD" de_lowest_kcal_mol=0.0 e_tot_ev=-101167.5755 gap_ha=0.1907
Ga -1.27325 -0.32702 -0.08570
Si 0.58367 -0.28865 2.04145
O -2.45384 -0.87415 1.02947
N -0.09788 -1.25041 -1.35154
N -0.17439 -2.38766 -3.45827
N -0.83068 1.45120 -0.83907
N -2.69983 2.80468 -0.46865
N -1.05437 -3.36236 -1.60241
N -1.47963 3.24367 -2.32227
C 1.91571 -0.45198 -2.48472
C -3.85424 3.39162 -1.14318
C -0.03468 -2.95795 3.08010
C 3.29037 -1.39152 2.45877
C -1.66117 -1.24305 3.70280
C 2.01733 1.76969 3.58484
C -1.19158 2.65227 -3.61279
C -1.08624 4.63081 -2.17078
C -0.17228 -1.48765 3.47083
C 0.55342 -1.26588 4.80649
C -1.62835 2.44956 -1.19089
C 2.76791 0.56334 -2.87431
C -0.44289 2.00796 3.54746
C 0.70244 -0.18056 -1.86186
C 1.25156 2.16190 -1.93507
C 2.43617 1.87841 -2.59204
C 3.03127 0.07936 0.48751
C 0.60090 -3.50150 -3.96627
C 2.12421 -2.20412 0.43795
C 2.33444 -0.98362 1.32595
C 0.35141 1.15968 -1.59200
C -1.15675 -3.49037 -0.14043
C 0.86493 2.59426 1.55793
C -0.38779 -1.28748 -4.37339
C -0.42975 -2.27275 -2.11348
C -3.04292 2.03935 0.72414
C 0.76765 1.60467 2.70801
C -2.23738 -3.85721 -2.30030
H 1.63171 -1.42779 4.71970
H 1.44320 -2.00524 -0.37048
H 0.02146 2.51431 0.89672
H 4.26052 -1.71709 2.05374
H -3.43858 1.05156 0.47066
H 3.94218 -0.32779 0.02499
H 2.93661 1.59400 3.02351
H 0.54730 -0.77721 -4.62520
H 3.70715 0.32502 -3.35551
H -1.70995 3.21877 -4.39035
H 2.07830 2.79094 3.98950
H -2.23386 -1.35689 2.79232
H -1.86407 -0.24574 4.10172
H -1.48552 -4.49693 0.12057
H -2.54827 -4.80768 -1.87413
H -0.18473 -3.34160 0.31494
H -1.26692 4.98520 -1.15755
H -0.02091 4.76417 -2.39042
H 2.89575 -2.22213 3.04721
H -0.50201 1.43519 4.47355
H 3.08065 -2.52224 -0.00479
H -2.17989 1.91516 1.34705
H -1.65684 5.26266 -2.85691
H -1.37380 1.87872 3.01984
H 1.01063 -3.27650 3.02933
H -1.08632 -0.56271 -3.95884
H 0.00503 -4.10872 -4.65508
H 2.20877 -1.48325 -2.63687
H -1.86939 -2.76851 0.28604
H -0.82188 -1.66806 -5.30166
H 3.34425 0.93240 1.09368
H -0.37402 3.06628 3.83586
H -4.65225 3.57554 -0.43050
H -3.61251 4.35074 -1.59643
H 1.48156 -3.13631 -4.50383
H -0.52121 -3.59859 3.82577
H -1.55226 1.62582 -3.65940
H 1.73625 -3.05891 0.99630
H -0.12284 2.66462 -3.84795
H 0.40173 -0.25554 5.19066
H -3.06425 -3.14705 -2.20338
H 2.40112 0.44413 -0.30744
H 2.01151 1.08234 4.43324
H 3.11440 2.68135 -2.84900
H 0.94886 -4.14249 -3.16013
H 3.48459 -0.56389 3.14401
H 1.03487 3.18235 -1.65249
H -4.23538 2.72097 -1.91732
H 1.77231 2.45881 0.96485
H 0.88852 3.62542 1.94297
H 0.17793 -1.95996 5.57046
H -2.04890 -1.96505 4.43890
H -3.79070 2.57081 1.31213
H -0.50576 -3.16168 2.11887
H -2.04759 -4.02828 -3.35771